(1)
Formula: C5H10N2O
Source: the Open Molecules 2025 dataset
Level of theory: wB97M-V/def2-TZVPD

Structure (XYZ):
```
18
Properties=species:S:1:pos:R:3:lowdin_charge:R:1
C -1.23 1.44 -0.90 -0.054
C -1.71 -1.44 0.58 -0.066
C 1.07 0.38 -0.30 -0.408
C -0.28 0.59 -0.13 -0.246
N 2.10 1.15 -0.76 0.139
C -0.54 -0.51 0.76 -0.138
O 2.39 -1.08 0.93 -0.073
N 1.19 -0.92 0.13 0.003
H 2.64 -1.99 0.74 0.081
H 3.01 0.74 -0.65 0.088
H 2.08 2.12 -0.49 0.098
H -0.20 -0.44 1.79 0.121
H -1.66 2.25 -0.29 0.071
H -0.74 1.91 -1.76 0.074
H -2.07 0.85 -1.28 0.071
H -2.60 -1.05 1.08 0.084
H -1.95 -1.59 -0.48 0.079
H -1.49 -2.41 1.03 0.077
```

Results
Orbital gap, eV: 8.5
HOMO, eV: -7.6

***

(2)
Formula: C5H10N2O
Source: the Open Molecules 2025 dataset
Level of theory: wB97M-V/def2-TZVPD

Structure (XYZ):
```
18
Properties=species:S:1:pos:R:3:lowdin_charge:R:1
C -1.61 1.78 1.22 -0.108
C -0.24 1.22 1.69 -0.183
C 0.24 0.15 0.74 -0.260
C -0.25 -0.03 -0.55 -0.112
N 0.28 -1.16 -1.08 0.024
C 1.02 -1.74 -0.17 -0.169
N 1.05 -0.93 0.95 0.083
H -1.38 2.58 0.51 0.076
H -2.04 2.41 2.01 0.066
H -2.39 1.07 0.97 0.079
H 0.52 2.00 1.76 0.110
H -0.32 0.75 2.69 0.108
H -0.80 0.64 -1.19 0.108
H 1.71 -2.55 -0.23 0.114
H 1.34 -1.21 1.87 0.150
H 0.79 -1.21 -3.19 -0.007
H 0.90 -2.35 -3.93 0.027
O 1.17 -1.43 -4.08 -0.106
```

Results
Orbital gap, eV: 9.5
HOMO, eV: -8.7

***

(3)
Formula: C5H10N2O
Source: the Open Molecules 2025 dataset
Level of theory: wB97M-V/def2-TZVPD

Structure (XYZ):
```
18
Properties=species:S:1:pos:R:3:lowdin_charge:R:1
C 0.49 1.47 0.40 -0.230
C 0.34 0.73 -0.93 -0.151
C 1.02 0.60 1.47 -0.240
C -0.09 -1.32 0.99 -0.090
C -0.61 -0.45 -0.80 -0.394
N -1.04 -1.44 -1.70 0.010
N -1.93 -0.41 -1.21 0.031
O 0.15 -0.43 1.95 -0.134
H 1.30 2.22 0.26 0.117
H -0.46 2.17 0.67 0.169
H -0.08 1.47 -1.68 0.129
H 1.36 0.37 -1.18 0.120
H 1.90 0.10 0.96 0.136
H 1.34 1.21 2.42 0.160
H -0.92 -1.95 1.25 0.095
H 0.72 -1.84 0.58 0.075
H -0.81 -1.53 -2.68 0.093
H -2.68 -0.94 -0.76 0.105
```

Results
Orbital gap, eV: 9.1
HOMO, eV: -8.1

***

(4)
Formula: C5H10N2O
Source: the Open Molecules 2025 dataset
Level of theory: wB97M-V/def2-TZVPD

Structure (XYZ):
```
18
Properties=species:S:1:pos:R:3:lowdin_charge:R:1
N 1.53 -1.20 0.69 0.095
C 1.83 -2.37 0.21 -0.258
C 1.70 -1.09 -1.56 -0.042
C 1.39 -0.37 -0.41 -0.312
N 1.88 -2.37 -1.08 0.027
C -0.66 1.28 -0.06 -0.108
C 0.92 1.03 -0.20 -0.195
H 1.96 -3.22 0.88 0.127
H 1.67 -0.71 -2.58 0.114
H 1.96 -3.20 -1.69 0.163
H -1.04 0.74 0.83 0.061
H -1.16 0.88 -0.95 0.064
H -0.91 2.35 0.05 0.061
H 1.11 1.79 -0.99 0.102
H 1.36 1.42 0.74 0.104
O -4.84 1.73 2.27 -0.089
H -4.58 0.94 1.74 0.044
H -4.12 2.37 2.12 0.043
```

Results
Orbital gap, eV: 9.5
HOMO, eV: -8.7

***

(5)
Formula: C5H10N2O
Source: the Open Molecules 2025 dataset
Level of theory: wB97M-V/def2-TZVPD

Structure (XYZ):
```
18
Properties=species:S:1:pos:R:3:lowdin_charge:R:1
C 1.40 1.03 -0.79 -0.024
C -0.70 0.56 2.18 -0.140
C -0.70 -0.65 0.12 -0.485
C 0.04 -0.99 -1.05 -0.135
N 0.81 1.99 -1.51 0.055
C 0.42 -2.21 -1.39 -0.054
O -1.79 -1.42 0.41 0.064
N -0.44 0.45 0.76 -0.036
H -2.29 -1.03 1.14 0.093
H 0.39 1.69 -2.38 0.111
H 0.28 2.70 -1.02 0.103
H 1.76 1.29 0.19 0.085
H 1.92 0.26 -1.32 0.064
H -0.11 1.39 2.59 0.065
H -1.75 0.80 2.39 0.071
H -0.44 -0.35 2.75 0.084
H 0.24 -3.10 -0.77 0.049
H 0.96 -2.41 -2.31 0.030
```

Results
Orbital gap (alpha / beta), eV: 7.5 / 7.5
HOMO (alpha / beta), eV: -7.1 / -7.1

***

(6)
Formula: C5H10N2O
Source: the Open Molecules 2025 dataset
Level of theory: wB97M-V/def2-TZVPD

Structure (XYZ):
```
18
Properties=species:S:1:pos:R:3:lowdin_charge:R:1
C 0.87 0.24 -0.65 -0.456
C 0.58 -0.67 0.54 -0.183
C -0.83 -1.47 0.26 -0.175
C -1.54 0.59 -0.34 -0.177
C -0.10 1.05 0.12 -0.354
H 2.57 0.73 -1.70 0.189
H 2.74 -0.50 -0.50 0.138
H 0.35 0.12 -1.61 0.152
H 1.44 -1.24 0.90 0.130
H -1.31 -1.65 1.29 0.141
H -0.54 -2.45 -0.14 0.119
H -1.87 1.10 -1.25 0.120
H -2.33 0.98 0.41 0.149
H -0.09 2.16 -0.20 0.168
H 1.06 0.89 1.78 0.083
N 2.19 0.53 -0.52 0.004
N 0.20 0.55 1.43 0.078
O -1.56 -0.76 -0.62 -0.124
```

Results
Orbital gap, eV: 9.7
HOMO, eV: -9.0

***

(7)
Formula: C5H10N2O
Source: the Open Molecules 2025 dataset
Level of theory: wB97M-V/def2-TZVPD

Structure (XYZ):
```
18
Properties=species:S:1:pos:R:3:lowdin_charge:R:1
C -0.30 2.28 2.21 -0.156
O 0.46 2.00 3.39 -0.129
H 1.26 2.54 3.40 0.074
H 0.27 2.80 1.44 0.079
H -1.18 2.84 2.49 0.074
H -0.62 1.32 1.79 0.054
C -0.06 -0.30 -2.93 -0.052
C 0.30 -0.58 -0.42 -0.081
C 0.00 -1.06 -1.66 -0.361
C -0.22 -2.70 -0.30 -0.213
N 0.14 -1.63 0.45 0.043
N -0.31 -2.40 -1.56 0.091
H 0.55 0.40 -0.04 0.099
H 0.35 -1.59 1.43 0.147
H -1.03 -0.40 -3.41 0.074
H 0.66 -0.61 -3.69 0.073
H -0.40 -3.66 0.16 0.115
H 0.12 0.75 -2.75 0.069
```

Results
Orbital gap, eV: 9.3
HOMO, eV: -8.6

***

(8)
Formula: C5H10N2O
Source: the Open Molecules 2025 dataset
Level of theory: wB97M-V/def2-TZVPD

Structure (XYZ):
```
18
Properties=species:S:1:pos:R:3:lowdin_charge:R:1
C 2.32 -1.51 0.36 -0.056
C 1.76 -0.67 -0.48 -0.073
C 0.41 0.55 -0.01 -0.202
C -0.90 -0.33 0.15 -0.352
C -1.76 0.45 1.16 -0.033
N 0.05 1.48 -1.05 0.016
N -1.51 -0.27 -1.13 -0.023
O -1.25 1.03 -1.58 -0.171
H 3.14 -2.06 -0.06 0.044
H 2.29 -1.30 1.41 0.050
H 2.10 -0.37 -1.49 0.080
H 0.95 0.96 0.83 0.119
H -0.59 -1.35 0.45 0.142
H -1.88 1.44 0.71 0.089
H -1.21 0.58 2.06 0.067
H -2.59 -0.12 1.34 0.044
H -0.24 2.39 -0.75 0.103
H -1.11 -0.91 -1.90 0.158
```

Results
Orbital gap, eV: 9.6
HOMO, eV: -8.6

***

(9)
Formula: C5H10N2O2
Source: the Open Molecules 2025 dataset
Level of theory: wB97M-V/def2-TZVPD

Structure (XYZ):
```
19
Properties=species:S:1:pos:R:3:lowdin_charge:R:1
C -0.96 0.27 -0.51 -0.485
C 1.17 -1.30 1.54 -0.049
C -1.25 -0.40 0.79 -0.260
N -0.65 -0.61 -1.59 0.101
N -1.92 1.21 -0.96 0.107
C 0.54 1.01 0.11 -0.122
C 1.70 1.00 -0.59 -0.056
O 0.15 -0.29 1.41 -0.186
O -2.19 -0.47 1.52 0.170
H 0.34 -0.56 -1.87 0.065
H -0.84 -1.58 -1.37 0.089
H -2.62 1.46 -0.27 0.086
H -2.38 0.93 -1.82 0.085
H 0.29 1.91 0.67 0.112
H 0.89 -1.91 2.39 0.091
H 1.28 -1.91 0.64 0.088
H 2.10 -0.77 1.73 0.092
H 2.27 1.91 -0.71 0.040
H 2.07 0.11 -1.10 0.032
```

Results
Orbital gap, eV: 7.9
HOMO, eV: -7.7

***

(10)
Formula: C5H10N2O2
Source: the Open Molecules 2025 dataset
Level of theory: wB97M-V/def2-TZVPD

Structure (XYZ):
```
19
Properties=species:S:1:pos:R:3:lowdin_charge:R:1
C -0.04 -1.36 -1.08 -0.185
C -0.94 -0.29 -0.47 -0.549
N -1.11 0.81 -1.23 0.190
N 0.57 -0.93 -2.33 -0.009
O -1.63 -0.52 0.53 0.004
H -0.42 1.00 -1.94 0.093
H -1.60 1.59 -0.81 0.105
H 1.46 -1.39 -2.46 0.073
H -0.05 -1.17 -3.11 0.085
H -0.65 -2.27 -1.18 0.125
H 0.73 -1.59 -0.34 0.113
C -0.75 1.24 1.79 -0.304
C 0.70 0.94 1.36 -0.142
C 1.45 0.06 2.00 0.021
O -1.33 2.22 1.37 0.018
H -1.02 0.74 2.73 0.126
H 1.10 1.62 0.62 0.106
H 1.05 -0.57 2.78 0.068
H 2.50 -0.10 1.76 0.060
```

Results
Orbital gap, eV: 10.3
HOMO, eV: -9.5

***

(11)
Formula: C5H10N2O2
Source: the Open Molecules 2025 dataset
Level of theory: wB97M-V/def2-TZVPD

Structure (XYZ):
```
19
Properties=species:S:1:pos:R:3:lowdin_charge:R:1
C 0.54 2.90 -0.10 -0.473
C 0.27 -0.75 -0.46 -0.084
C -1.00 -1.52 -0.08 -0.037
C -0.92 -0.06 -0.17 -0.363
C -2.74 1.36 0.20 -0.101
N -1.42 1.08 -0.24 0.022
N 3.78 -1.87 0.44 0.027
O -0.04 3.32 0.80 0.190
O 1.10 2.59 -1.05 0.202
H 1.02 -0.73 0.27 0.082
H 0.44 -0.92 -1.50 0.113
H -1.49 -1.98 -0.95 0.122
H -1.05 -1.80 0.92 0.082
H -2.70 2.20 0.78 0.040
H -3.23 1.66 -0.81 0.123
H -3.24 0.54 0.67 0.072
H 3.52 -1.94 -0.54 0.017
H 3.32 -1.25 1.00 -0.049
H 3.84 -2.81 0.84 0.015
```

Results
Orbital gap, eV: 9.8
HOMO, eV: -9.1

***

(12)
Formula: C5H10N2O2
Source: the Open Molecules 2025 dataset
Level of theory: wB97M-V/def2-TZVPD

Structure (XYZ):
```
19
Properties=species:S:1:pos:R:3:lowdin_spin:R:1
C -1.33 -0.33 -0.02 0.426
C 1.35 -0.36 0.07 0.111
C 2.44 -0.18 -0.77 0.021
C 1.38 0.47 1.37 0.022
C -3.30 0.90 -0.49 0.016
N 0.65 -1.65 0.20 0.108
N 0.02 -0.61 -0.51 0.526
O -1.88 -1.08 0.73 0.590
O -1.83 0.81 -0.54 0.125
H 2.33 -0.78 -1.71 0.003
H 3.47 -0.34 -0.25 0.007
H 2.40 0.83 -1.08 0.003
H 1.58 -0.18 2.17 0.006
H 0.43 0.99 1.51 0.007
H 2.27 1.14 1.26 0.000
H -3.44 1.95 -0.40 -0.001
H -3.73 0.33 0.42 0.001
H -3.74 0.43 -1.46 0.007
H 0.92 -2.33 -0.49 0.020
```

Results
⟨S²⟩: 2.0088
Orbital gap (alpha / beta), eV: 4.8 / 6.7
HOMO (alpha / beta), eV: -3.9 / -9.6
2S+1: 3

***

Energy above the lowest of the compared OMol25 structures with the same formula, charge and spin values (in eV) by entry order: 3.762, 0.730, 5.198, 0.875, 5.277, 4.749, 0.918, 6.209, 5.250, 1.924, 3.100, 2.045.